Entry from the OMol25 dataset: a structure of composition C25H45AuF3O3P2S (the ωB97M-V functional and the def2-TZVPD basis).

Output
* energy relative to the best compared isomer or geometry (same formula, charge and spin): 1.2111 eV
* E_tot: -74045.0468 eV
* LUMO (alpha / beta): -4.076 / -5.503 eV
* largest force on an atom: 7.0 eV/A
* Kohn-Sham gap (alpha / beta): 6.04 / 4.60 eV

Geometry as ORCA input:
```
! wB97M-V def2-TZVPD RIJCOSX def2/J DEFGRID3
* xyz 1 3
H 0.003 -0.708 4.357
S -3.343 0.735 1.926
P -0.411 -1.967 2.333
F -4.698 -1.315 2.920
H 1.472 -3.951 -4.920
H 3.997 -3.394 -2.016
C -1.042 3.499 0.031
H 1.987 3.447 -2.320
Au 1.074 -1.210 -2.381
C 2.346 -2.270 -1.173
C -1.430 0.796 -4.257
H -2.521 -0.549 -0.741
H 0.528 2.244 3.700
O -3.049 1.076 3.314
O -3.709 1.828 1.032
C 0.870 -3.210 2.785
H -1.741 -0.802 4.046
H -1.548 -2.469 -4.199
C 1.536 -4.107 -2.766
H 0.486 -3.875 3.568
H -3.644 0.220 -1.899
H -1.046 2.004 2.914
H 1.128 -3.789 1.889
C 1.747 -1.966 -4.196
H -1.629 -3.708 1.180
C 0.609 2.284 1.579
C -2.591 0.136 -1.593
H -3.071 -1.530 -4.390
H 3.442 1.646 2.859
C 2.670 -0.994 -3.653
H 3.140 0.063 2.123
H 1.449 1.792 -2.686
H 3.676 0.157 -0.289
C 1.219 2.691 -2.090
F -5.946 0.439 2.470
C -4.896 -0.289 2.045
H 4.448 -2.037 -0.990
H -0.982 4.504 0.478
H 0.253 3.082 -2.428
C 0.185 2.730 0.296
H 3.545 1.361 -1.591
C 2.224 1.692 0.054
H -1.199 3.621 -1.047
H -1.868 -3.844 2.954
P -1.493 -0.432 -2.911
H 4.362 1.775 -0.074
C -1.808 -3.148 2.108
C 3.510 1.223 -0.504
F -5.192 -0.825 0.832
C 2.650 0.975 2.489
C -0.808 -1.376 4.040
H -1.616 1.806 -3.863
H -2.761 -2.488 -2.889
O -2.384 -0.218 1.338
C 3.960 -1.463 -3.019
C -2.306 -1.870 -3.676
H 2.680 0.006 -4.100
C 1.275 -3.124 -1.652
H 1.768 -2.689 3.140
H 0.606 -4.662 -2.973
H 2.269 -4.874 -2.459
H -1.931 3.007 0.456
H -0.425 0.766 -4.700
H 2.016 0.704 3.342
C 1.192 2.371 -0.647
H -2.742 -2.585 2.008
H 1.110 -1.636 -5.021
H 4.538 -0.577 -2.709
C -0.090 2.544 2.848
H -2.246 1.109 -1.224
H 2.268 -1.933 -0.133
C 1.850 1.607 1.420
H -0.868 -2.229 4.726
H 4.598 -2.004 -3.740
H -0.325 3.614 2.948
H 3.075 -3.682 -4.259
C 2.011 -3.453 -4.096
H 0.482 -3.352 -0.940
C 3.732 -2.357 -1.765
H -2.176 0.537 -5.022
*
```